16
Properties=species:S:1:pos:R:3:forces:R:3:nbo_charge:R:1 method="wB97M-V/def2-TZVPD" homo_ev="-8.62 / -8.61" spin_multiplicity=1 smiles="C=[N+]([O-])[C@H](N)CN" e_above_lowest_kcal_mol=111.4
C -1.022347 -0.317083 -0.471804 -2.400 -0.091 0.251 -0.241
C 1.654009 1.573861 0.125953 -0.466 -7.642 -2.339 -0.314
C 0.165883 -0.608726 0.384203 0.283 -1.885 -0.821 0.053
N 1.414927 0.099438 -0.183287 1.685 5.291 0.494 0.099
N 0.352959 -2.035772 0.378873 -2.550 1.856 -0.743 -0.816
N -1.591831 0.969547 -0.134225 1.875 1.001 0.136 -0.847
O 2.197313 -0.535770 -0.968159 -1.678 0.906 1.377 -0.453
H -0.682087 -0.279830 -1.509938 -0.317 -0.894 -0.242 0.188
H -1.901205 -1.022899 -0.218391 1.943 0.328 -0.803 0.217
H 2.565514 1.829538 -0.363106 0.272 0.748 0.065 0.215
H 1.042311 1.980110 0.863285 -0.699 0.736 0.978 0.203
H -0.037025 -0.289010 1.383297 0.348 0.648 0.616 0.211
H 0.201907 -2.405011 -0.558467 0.998 -0.258 0.611 0.383
H 1.140447 -2.198991 0.905978 2.254 -1.533 0.523 0.375
H -0.912342 1.603239 -0.583458 -1.277 0.509 0.403 0.358
H -2.528146 1.077517 -0.462485 -0.269 0.281 -0.505 0.368